# 1
This record from OMol25 describes a cluster of 2 separate species, C5H9ClO2 in total. The level of theory is ωB97M-V/def2-TZVPD.

Properties
Multiplicity: 1
DFT total energy, eV: -21947.105
ΔE to the lowest compared entry with this formula, charge and spin, eV: 1.7016
HOMO level, Ha: -0.3178
LUMO energy, eV: 0.785
Charge: 0

Last column: Löwdin charge in e.
Element x y z (Å)
C: -2.5731 -0.1700 0.2059  -0.020
C: -1.4702 -0.8220 0.9759  -0.509
O: -1.1565 -0.1849 2.1240  0.035
C: -0.8664 -1.9362 0.5731  -0.513
Cl: 0.4157 -2.6551 1.5080  0.610
H: -2.7264 -0.6654 -0.7455  0.082
H: -3.4925 -0.1991 0.7881  0.088
H: -2.3138 0.8722 0.0331  0.083
H: -0.4013 -0.6385 2.5295  0.065
H: -1.0908 -2.4553 -0.3388  0.064
C: 2.9350 1.5844 -1.5223  -0.001
C: 2.2002 0.7915 -0.7612  -0.283
O: 0.8873 0.9672 -0.4795  -0.007
H: 3.9716 1.3771 -1.6991  0.044
H: 2.5179 2.4602 -1.9901  0.051
H: 2.5873 -0.0943 -0.2807  0.110
H: 0.5759 1.7682 -0.9204  0.102

Cartesian forces (eV/Å) of the 3 atoms listed first:
0.26 -0.02 0.29
0.00 -0.21 -0.10
0.00 0.10 0.03

---

# 2
This record from OMol25 describes a structure of composition C29H26CoN3O8. The level of theory is ωB97M-V/def2-TZVPD.

Properties
Multiplicity: 2
DFT total energy, eV: -88974.964
ΔE to the lowest compared entry with this formula, charge and spin, eV: 0.4010
HOMO level (spin up / spin down), Ha: -0.1754 / -0.1805
LUMO energy (spin up / spin down), eV: 2.226 / 2.246
<S²>: 0.79
Charge: -1

Last column: Löwdin charge in e.
Element x y z (Å)
Co: 0.0877 -0.8581 -0.8808  0.653
O: -2.9295 3.3163 -1.1505  0.051
C: -2.9655 3.0885 0.1700  -0.267
C: -3.9446 3.7440 0.9183  -0.023
C: -4.0176 3.5666 2.2854  -0.098
C: -3.0898 2.7641 2.9461  -0.104
C: -2.1312 2.0960 2.2083  -0.025
C: -2.0672 2.2234 0.8216  -0.063
C: -1.1185 1.3608 0.0799  -0.411
O: -0.5485 0.4107 0.6727  -0.033
N: -0.9048 1.6651 -1.2194  0.074
N: -0.1493 0.7227 -1.8001  -0.073
C: 0.4408 0.8998 -2.9218  -0.031
C: 1.4353 -0.1122 -3.2585  -0.228
C: 2.1807 -0.1343 -4.4324  -0.017
C: 3.1960 -1.0613 -4.5649  -0.071
C: 3.4308 -1.9603 -3.5345  -0.055
C: 2.6069 -1.9088 -2.4241  -0.096
N: 1.6480 -1.0063 -2.2853  0.044
H: -2.2319 2.7236 -1.5345  0.070
H: -4.6509 4.3808 0.4011  0.111
H: -4.8093 4.0503 2.8451  0.095
H: -3.1271 2.6514 4.0223  0.090
H: -1.4111 1.4432 2.6840  0.113
H: 0.2423 1.7800 -3.5230  0.131
H: 1.9532 0.5735 -5.2200  0.110
H: 3.7913 -1.0992 -5.4687  0.102
H: 4.2152 -2.7019 -3.5991  0.099
H: 2.7221 -2.6059 -1.6021  0.119
O: -4.0411 -1.7908 -0.7157  0.009
C: -2.8117 -1.8292 -0.6212  -0.595
O: -1.9979 -0.9525 -1.0603  -0.046
C: -2.1953 -3.0096 0.1542  -0.090
C: -1.2010 -2.4907 1.2012  -0.237
C: -0.9272 -3.5802 2.2404  -0.096
C: -0.0419 -4.5632 1.4291  -0.098
C: 0.0470 -3.8481 0.0773  -0.240
O: 0.0562 -2.4553 0.4765  -0.118
C: -1.2812 -3.9812 -0.6814  -0.094
C: -1.0169 -3.6141 -2.1613  -0.629
O: -1.4037 -4.4197 -3.0189  -0.013
O: -0.3186 -2.5744 -2.3456  -0.058
H: -3.0278 -3.5381 0.6119  0.142
H: -1.4211 -1.5076 1.6000  0.147
H: -0.3882 -3.1747 3.0978  0.107
H: -1.8493 -4.0377 2.5945  0.112
H: 0.9468 -4.6792 1.8770  0.105
H: -0.4928 -5.5494 1.3284  0.112
H: 0.9242 -4.0855 -0.5173  0.152
H: -1.6678 -4.9976 -0.6797  0.141
C: 3.4114 0.1369 2.2163  -0.007
C: 2.5145 0.6679 1.1158  -0.376
O: 2.1884 -0.0551 0.2094  0.068
C: 2.0859 2.0922 1.1804  -0.154
C: 1.6557 2.7264 0.0211  -0.025
C: 1.1994 4.0336 0.0569  -0.063
C: 1.1724 4.7271 1.2587  -0.078
C: 1.6257 4.1103 2.4179  -0.083
C: 2.0878 2.8048 2.3774  -0.034
H: 3.7949 -0.8318 1.9067  0.081
H: 2.8467 0.0089 3.1428  0.087
H: 4.2420 0.8186 2.4063  0.084
H: 1.7103 2.1885 -0.9172  0.106
H: 0.8564 4.5064 -0.8544  0.109
H: 0.8067 5.7452 1.2944  0.101
H: 1.6172 4.6495 3.3571  0.099
H: 2.4402 2.3371 3.2883  0.105

Cartesian forces (eV/Å) of the 3 atoms listed first:
-2.10 -1.56 0.01
-0.11 -0.04 -0.07
0.16 -0.02 0.02

---

# 3
This record from OMol25 describes a cluster of 2 separate species, C2H6N2O2 in total. The level of theory is ωB97M-V/def2-TZVPD.

Properties
Multiplicity: 1
DFT total energy, eV: -9245.723
ΔE to the lowest compared entry with this formula, charge and spin, eV: 1.5941
HOMO level, Ha: -0.3622
LUMO energy, eV: 0.772
Charge: 0

Last column: Löwdin charge in e.
Element x y z (Å)
N: 1.7585 -0.9365 -1.2035  0.026
C: 2.1825 0.4344 -0.7061  -0.249
O: 1.2805 1.2975 -0.6046  -0.046
H: 2.3171 -1.1901 -2.0243  0.055
H: 0.6635 -1.1293 -1.3477  0.142
H: 3.2214 0.6692 -0.8495  0.107
N: -1.6861 0.8757 0.6407  0.103
C: -2.1014 -0.3548 1.0743  -0.379
O: -1.3942 -1.4026 1.0332  -0.060
H: -2.4115 1.6185 0.5206  0.115
H: -0.7376 1.1388 0.4469  0.056
H: -3.1371 -0.3185 1.5555  0.132

Cartesian forces (eV/Å) of the 3 atoms listed first:
-0.80 2.02 0.72
-6.21 -0.93 -3.63
2.97 -1.93 1.16

---

# 4
This record from OMol25 describes a cluster of 2 separate species, C3H8BNO in total. The level of theory is ωB97M-V/def2-TZVPD.

Properties
Multiplicity: 1
DFT total energy, eV: -7454.566
ΔE to the lowest compared entry with this formula, charge and spin, eV: 1.5444
HOMO level, Ha: -0.3771
LUMO energy, eV: 0.453
Charge: 0

Last column: Löwdin charge in e.
Element x y z (Å)
C: -2.0963 -0.2140 -0.1673  -0.089
C: -0.9316 0.7725 -0.5721  -0.139
C: 0.2014 0.9011 0.1126  -0.075
B: 1.4014 1.7017 -0.2679  -0.352
O: 2.3507 2.3717 -0.3921  0.172
H: -2.2205 -1.0830 -0.9011  0.095
H: -2.9645 0.5150 -0.1475  0.079
H: -1.9569 -0.5366 0.9280  0.091
H: -1.1344 1.1873 -1.5448  0.102
H: 0.2823 0.4871 1.0798  0.077
N: 1.7430 -1.8566 0.5563  -0.001
H: 2.4279 -1.7802 -0.1226  -0.038
H: 0.7898 -1.3886 0.2484  0.041
H: 2.1076 -1.0775 1.1904  0.037

Cartesian forces (eV/Å) of the 3 atoms listed first:
0.52 1.69 1.04
-1.16 -2.57 0.21
-0.78 0.63 -0.80

---

# 5
This record from OMol25 describes a cluster of 2 separate species, C5H12S in total. The level of theory is ωB97M-V/def2-TZVPD.

Properties
Multiplicity: 1
DFT total energy, eV: -16212.790
ΔE to the lowest compared entry with this formula, charge and spin, eV: 1.9862
HOMO level, Ha: -0.3352
LUMO energy, eV: 0.929
Charge: 0

Last column: Löwdin charge in e.
Element x y z (Å)
C: -1.3891 -3.0248 -0.8967  -0.125
C: -1.3756 -1.9616 0.1914  -0.372
C: -0.4384 -0.8221 -0.1371  -0.560
S: -1.1400 0.8558 0.2302  0.670
H: -2.0704 -3.8735 -0.7316  0.078
H: -1.3845 -2.4243 -1.8093  0.065
H: -0.3368 -3.4254 -0.8151  0.088
H: -1.2689 -2.5150 1.1954  0.127
H: -2.3791 -1.5237 0.4198  0.084
H: -0.1017 -0.8112 -1.1850  0.077
H: 0.3893 -0.7427 0.4844  0.019
H: -1.6889 0.9109 -0.9961  -0.148
C: 3.6975 3.7734 0.3637  -0.062
C: 3.2689 2.5002 0.1043  -0.052
H: 4.5095 4.1156 0.8998  0.010
H: 3.2312 4.6153 -0.0923  0.029
H: 2.3290 2.3642 -0.3558  0.016
H: 3.9328 1.6685 0.4473  0.058

Cartesian forces (eV/Å) of the 3 atoms listed first:
2.21 0.32 0.70
-2.15 -0.95 2.27
-0.97 0.93 -0.19

---

# 6
This record from OMol25 describes a cluster of 7 separate species, C2H16NO5 in total. The level of theory is ωB97M-V/def2-TZVPD.

Properties
Multiplicity: 1
DFT total energy, eV: -14048.248
ΔE to the lowest compared entry with this formula, charge and spin, eV: 7.3397
HOMO level, Ha: -0.4847
LUMO energy, eV: -9.695
Charge: +1

Last column: Löwdin charge in e.
Element x y z (Å)
C: -2.6722 -0.1584 -0.8587  -0.174
C: -2.5895 0.9009 0.1046  0.340
N: -2.2238 -1.3402 -0.7126  0.237
H: -3.0406 0.1642 -1.8405  0.154
H: -3.0870 1.8444 -0.1114  0.128
H: -2.4715 0.6622 1.1541  0.104
H: -1.6265 -1.6121 0.6826  -0.002
H: 0.0760 0.9053 -0.9724  0.137
H: -2.6096 -2.1059 -1.2700  0.153
H: 3.7249 1.3254 -1.8630  0.043
H: 2.7329 0.2684 -1.3952  -0.011
O: 3.2027 1.0739 -1.1014  -0.073
H: -0.3727 1.0546 -0.3729  0.080
H: -1.9612 -1.0447 1.9836  0.040
O: -1.2341 -1.5584 1.6291  -0.070
H: 0.3035 -1.1598 1.4867  -0.010
H: 1.4904 -0.3540 2.1803  0.064
O: 1.1986 -0.7716 1.3672  -0.082
H: 1.5461 -1.0778 -0.2464  0.001
H: 1.2388 -1.7884 -1.5228  0.040
O: 1.8619 -1.1632 -1.1745  -0.059
H: 2.7172 1.5878 1.3500  0.037
H: 1.9448 2.3675 0.3127  0.013
O: 1.8509 1.9799 1.1910  -0.089

Cartesian forces (eV/Å) of the 3 atoms listed first:
0.45 0.34 -2.35
-0.51 -0.78 0.49
-0.90 0.06 0.99